14
Properties=species:S:1:pos:R:3:forces:R:3:nbo_charge:R:1 method="wB97M-V/def2-TZVPD" smiles="O=CCCCS" homo_energy_ev=-9.18 homo_lumo_gap_ev=10.00 relative_energy_kj_mol=54.3
O 0.279 0.175 -2.760 0.0 0.7 0.0 -0.5265
C 0.312 1.081 -1.953 0.3 -1.8 -0.5 0.4356
C -0.063 0.817 -0.526 0.3 1.1 0.5 -0.5112
C -0.193 -0.651 -0.174 -1.1 0.0 -0.4 -0.4159
C -0.531 -0.957 1.297 1.4 0.3 -0.6 -0.4937
S 1.047 -1.100 2.242 -0.3 0.3 0.4 -0.0670
H 0.708 2.058 -2.260 -0.2 0.4 0.2 0.1210
H 0.671 1.353 0.096 0.0 -0.2 0.0 0.2189
H -0.997 1.376 -0.368 -0.1 -0.2 0.2 0.2272
H 0.703 -1.183 -0.480 0.1 -0.1 0.1 0.2272
H -1.006 -1.034 -0.801 0.1 -0.1 0.0 0.2165
H -1.149 -0.188 1.753 -0.2 -0.2 0.0 0.2196
H -0.980 -1.945 1.343 -0.2 0.1 0.3 0.2275
H 1.199 0.199 2.591 -0.1 -0.4 -0.2 0.1209

59
Properties=species:S:1:pos:R:3:forces:R:3:nbo_charge:R:1 method="wB97M-V/def2-TZVPD" charge=-1 homo_energy_ev="-4.16 / -4.16" homo_lumo_gap_ev="6.48 / 6.50" relative_energy_kj_mol=195.7
Pt -0.642 -0.124 0.811 -4.4 0.7 0.8 0.8559
C -2.749 2.457 1.674 0.2 0.0 0.2 -0.4190
N -2.569 1.495 0.601 0.4 -0.4 -0.3 -0.4370
C -2.004 2.088 -0.603 0.2 0.2 -0.2 -0.2154
C -0.580 2.615 -0.349 0.1 0.0 -0.1 -0.2487
N -0.022 1.950 0.806 1.1 -1.0 0.9 -0.7046
C 1.209 2.279 1.240 0.5 0.6 0.1 0.1096
C 2.146 3.139 0.612 -0.3 -0.3 0.2 0.2377
F 1.887 3.685 -0.602 0.1 0.0 -0.1 -0.3294
C 3.363 3.469 1.177 0.1 0.0 0.1 0.2652
F 4.202 4.280 0.506 0.0 0.1 0.0 -0.3115
C 3.741 2.987 2.411 0.0 0.0 0.0 0.2037
F 4.912 3.352 2.969 0.0 -0.1 0.0 -0.3101
C 2.863 2.144 3.078 0.1 0.1 -0.1 0.2634
F 3.193 1.680 4.291 0.0 0.0 0.0 -0.3034
C 1.656 1.815 2.514 -0.3 0.1 -0.4 0.3290
F 0.828 1.044 3.226 0.0 0.1 0.2 -0.3052
C -3.770 0.692 0.393 -0.1 -0.3 0.2 -0.2185
C -3.616 -0.655 1.099 0.1 0.3 -0.1 -0.2284
N -2.480 -1.298 0.492 1.9 0.0 -0.1 -0.6526
C -2.453 -2.621 0.245 -0.1 -1.0 -0.1 0.0947
C -3.324 -3.620 0.748 0.2 0.4 -0.1 0.2489
F -4.303 -3.303 1.630 0.1 0.0 0.0 -0.3262
C -3.236 -4.952 0.392 0.0 -0.2 -0.1 0.2710
F -4.130 -5.825 0.885 0.0 0.0 0.1 -0.3072
C -2.250 -5.405 -0.459 0.0 0.0 0.1 0.2160
F -2.173 -6.705 -0.801 0.0 0.0 0.0 -0.3069
C -1.353 -4.477 -0.967 -0.1 -0.1 0.0 0.2658
F -0.407 -4.881 -1.826 0.0 0.0 0.0 -0.3031
C -1.467 -3.151 -0.637 -0.3 0.4 0.2 0.3381
F -0.625 -2.289 -1.222 0.1 -0.1 -0.1 -0.3153
H -3.476 3.239 1.399 0.0 -0.1 -0.1 0.1620
H -1.794 2.919 1.908 0.0 0.0 0.0 0.2382
H -3.106 1.936 2.563 0.0 0.0 0.0 0.2048
H -2.630 2.905 -1.003 -0.1 0.0 0.0 0.1604
H -1.953 1.295 -1.351 -0.1 0.0 0.0 0.2117
H -0.600 3.696 -0.159 0.0 0.0 0.0 0.1777
H 0.015 2.444 -1.252 -0.1 0.1 0.0 0.2138
H -3.905 0.491 -0.671 0.0 0.1 0.0 0.2021
H -4.666 1.210 0.761 0.1 0.1 -0.1 0.1777
H -4.533 -1.231 0.973 0.0 0.0 0.0 0.2003
H -3.455 -0.493 2.174 -0.1 0.0 0.0 0.1853
C 2.550 1.122 -3.258 0.1 -0.2 0.0 -1.0078
As 2.401 -0.275 -1.883 0.4 1.2 -1.1 1.9985
C 4.213 -0.111 -1.190 -0.2 -0.3 0.0 -0.9856
C 2.161 -1.864 -2.971 0.1 -0.1 0.4 -0.9908
O 1.178 0.264 -0.934 0.1 -0.5 -0.1 -1.1836
H 3.388 0.943 -3.934 0.0 0.0 0.0 0.2114
H 1.628 1.193 -3.835 0.0 -0.1 0.1 0.2294
H 2.705 2.069 -2.741 0.0 0.0 0.0 0.2428
H 4.905 -0.191 -2.030 -0.1 0.0 0.0 0.2231
H 4.436 -0.870 -0.451 -0.1 -0.1 0.1 0.2626
H 4.300 0.882 -0.747 -0.1 0.0 0.0 0.2463
H 2.708 -1.751 -3.907 0.1 0.1 0.1 0.2242
H 1.099 -1.972 -3.176 0.0 0.1 0.1 0.2573
H 2.510 -2.738 -2.431 0.0 -0.1 0.1 0.2651
Se 0.186 -2.011 2.270 -0.7 1.1 0.2 -0.1017
C 1.514 -2.341 1.130 1.0 -0.6 -0.6 0.0425
N 2.373 -2.624 0.408 0.3 0.1 -0.3 -0.5243

115
Properties=species:S:1:pos:R:3:forces:R:3:mulliken_spin:R:1 method="wB97M-V/def2-TZVPD" spin_multiplicity=2 charge=-2 homo_energy_ev="2.45 / -3.59" s_squared=0.75 homo_lumo_gap_ev="1.38 / 7.36"
Cl -8.760 -5.770 16.188 2.4 0.4 -3.1 0.0848
O -9.081 -5.647 17.534 -0.1 -1.0 3.9 -0.0113
O -9.754 -6.472 15.489 -2.4 -1.9 -0.9 -0.0022
O -8.745 -4.450 15.689 0.5 2.4 -1.2 0.0056
O -7.495 -6.422 15.855 -0.4 0.4 1.6 -0.0104
C -7.515 -9.531 18.004 -0.4 0.4 -0.3 0.1734
O -8.685 -10.166 17.539 0.6 -1.6 -0.2 -0.0372
H -6.681 -10.119 17.622 0.2 0.3 -0.1 0.0232
H -7.523 -8.509 17.625 0.6 0.2 -0.3 0.0448
H -7.395 -9.433 19.082 -0.2 -0.4 0.2 -0.0880
H -9.470 -9.678 17.798 -0.4 0.9 0.2 0.0128
C -11.120 -4.871 12.870 1.9 0.2 0.8 0.0018
O -9.860 -5.577 12.730 -1.3 0.4 -1.0 -0.0002
H -11.998 -5.398 13.243 0.1 -0.9 -0.6 0.0010
H -11.040 -4.096 13.633 0.4 0.4 0.0 -0.0003
H -11.227 -4.388 11.899 -0.5 -0.2 0.1 -0.0001
H -9.449 -5.906 13.533 -0.7 -0.1 0.6 0.0008
C -12.715 -8.399 17.689 0.6 0.6 0.6 0.0003
C -11.700 -8.270 18.854 -2.5 1.0 1.2 -0.1843
C -11.864 -9.214 20.050 0.5 0.3 0.1 0.1666
O -11.118 -8.650 21.128 0.7 0.0 0.6 -0.8200
C -11.065 -9.539 22.281 -0.3 -0.2 -1.7 1.5924
N -10.378 -8.217 18.413 2.2 -1.1 -0.5 0.0190
H -12.314 -7.745 16.915 0.1 -0.3 -0.4 0.0135
H -13.677 -7.943 17.923 -0.1 -0.3 0.3 -0.0119
H -12.849 -9.415 17.317 0.1 0.0 0.0 0.0054
H -11.827 -7.309 19.352 -1.1 0.5 0.0 0.0359
H -11.472 -10.198 19.793 0.0 -0.4 0.1 0.0329
H -12.892 -9.279 20.406 -0.4 -0.2 -0.4 -0.0681
H -10.600 -10.451 21.908 -0.4 -0.6 0.2 -0.1097
H -12.112 -9.654 22.561 0.1 -0.5 0.6 -0.2667
H -10.415 -9.280 23.117 -0.2 1.0 -0.3 -0.0191
H -9.820 -8.164 19.253 0.4 -0.1 0.1 0.0290
H -10.156 -7.354 17.938 -0.2 0.1 -0.3 -0.0082
C -6.062 -2.591 17.602 -0.3 -0.2 -0.4 -0.0194
C -4.870 -2.704 16.631 0.2 -0.5 1.8 -0.0073
C -3.567 -3.108 17.387 -2.4 -0.8 -0.1 0.0086
O -3.370 -2.198 18.413 1.9 1.1 0.2 -0.0479
C -2.118 -2.350 19.047 0.6 0.6 0.8 0.0670
N -5.140 -3.691 15.614 0.5 0.1 -0.3 -0.0078
H -5.918 -1.780 18.316 -0.2 0.0 -0.2 0.0083
H -6.347 -3.486 18.155 0.9 -0.5 0.3 0.0090
H -6.990 -2.531 17.034 0.0 0.9 -0.3 -0.0010
H -4.696 -1.719 16.196 -0.1 0.1 -0.3 0.0021
H -2.789 -3.323 16.655 0.7 0.8 0.1 0.0027
H -3.753 -4.061 17.882 -0.2 -0.6 -0.2 0.0101
H -1.267 -2.600 18.414 -0.3 -0.5 -0.6 -0.0037
H -2.121 -3.024 19.903 -0.4 -0.5 -0.1 0.0081
H -1.766 -1.413 19.478 -0.6 0.5 0.0 -0.0119
H -4.245 -3.839 15.172 0.2 -0.1 -0.7 0.0010
H -5.284 -4.578 16.074 -0.6 -0.4 0.2 0.0023
C -7.371 -2.955 12.593 -0.7 2.0 -0.7 0.0009
C -6.527 -4.114 12.183 -1.4 -1.4 2.1 -0.0006
C -5.083 -3.732 11.990 -1.0 0.4 0.7 0.0020
O -4.345 -4.834 11.561 0.8 0.4 -0.8 -0.0015
C -2.996 -4.482 11.261 -0.8 -0.7 0.8 0.0029
N -6.811 -5.113 13.333 1.2 0.3 -1.9 0.0002
H -7.163 -2.553 13.585 0.6 -0.1 0.0 0.0000
H -8.446 -3.126 12.644 0.0 -0.8 -0.2 -0.0002
H -7.299 -2.153 11.858 0.2 0.6 -0.1 0.0004
H -6.883 -4.501 11.229 -0.2 -0.4 0.1 0.0000
H -4.778 -3.263 12.925 0.7 -0.4 0.6 -0.0012
H -5.031 -2.883 11.309 0.0 0.0 -0.8 0.0000
H -2.583 -4.162 12.217 0.7 0.0 -0.1 -0.0003
H -2.854 -3.684 10.532 -0.4 0.2 -0.2 0.0001
H -2.538 -5.394 10.877 0.2 0.1 0.2 0.0001
H -7.763 -4.927 13.613 -0.2 -0.2 -0.2 0.0003
H -6.316 -4.776 14.146 0.4 0.1 0.0 -0.0012
C -5.559 -10.824 14.204 -1.3 -1.1 1.4 0.0017
C -6.543 -9.909 13.498 0.8 -1.4 -2.7 -0.0016
C -8.060 -10.266 13.627 0.3 2.2 0.3 -0.0005
O -8.943 -9.143 13.122 2.6 -2.3 0.0 0.0004
C -10.206 -9.204 13.658 -1.8 0.1 0.0 0.0013
N -6.221 -8.549 13.827 -1.2 -0.3 0.6 -0.0006
H -4.534 -10.486 14.049 -0.1 -0.1 0.0 -0.0010
H -5.673 -11.886 13.985 0.2 -0.1 -0.7 -0.0003
H -5.827 -10.836 15.260 0.5 0.4 0.5 0.0039
H -6.226 -10.088 12.471 -0.5 0.2 -0.8 -0.0001
H -8.241 -10.332 14.700 -0.4 -0.3 0.2 -0.0010
H -8.270 -11.214 13.132 -0.2 0.1 -0.1 -0.0011
H -10.812 -10.095 13.498 0.6 -1.2 0.0 -0.0005
H -10.846 -8.556 13.059 0.3 1.0 0.4 -0.0005
H -10.261 -9.003 14.728 0.1 0.4 0.1 0.0003
H -5.346 -8.595 14.329 0.1 0.5 0.2 -0.0002
H -6.940 -8.513 14.536 0.0 2.1 0.8 0.0006
C -7.681 -8.132 23.276 -0.7 -0.5 0.5 1.6943
C -7.389 -7.147 22.175 1.4 0.4 -1.5 -3.8161
C -7.487 -5.699 22.744 -0.8 -1.8 1.0 1.4263
C -6.894 -4.558 22.034 0.5 0.4 -1.5 0.0598
C -5.493 -4.894 21.440 -0.7 -0.2 1.2 -0.0372
C -5.291 -6.327 20.947 1.1 -1.2 -1.8 0.1040
N -5.963 -7.373 21.779 0.5 3.0 0.9 0.7172
O -5.769 -8.649 21.262 0.0 -0.3 -0.5 -0.1895
C -5.671 -6.332 19.433 -0.8 0.1 -0.2 -0.0297
C -3.685 -6.609 21.014 -1.7 -0.5 -0.1 0.0927
C -8.303 -7.411 20.947 -1.0 0.7 0.9 0.2674
H -8.573 -7.860 23.840 -0.4 0.1 -0.2 0.2634
H -6.934 -8.231 24.063 0.5 0.2 -0.3 -0.3757
H -7.872 -9.120 22.857 0.0 -0.2 0.1 0.3554
H -8.560 -5.554 22.871 -0.1 0.2 0.2 0.0566
H -7.051 -5.682 23.743 0.0 -0.5 0.2 -0.1630
H -6.880 -3.730 22.743 0.4 0.2 -0.1 -0.0915
H -7.601 -4.230 21.272 0.2 0.0 -0.5 0.0444
H -4.729 -4.824 22.215 -0.1 0.7 0.2 -0.0053
H -5.292 -4.211 20.614 0.4 0.0 0.1 0.0099
H -4.945 -5.759 18.856 0.4 -0.4 0.0 0.0254
H -5.912 -7.288 18.969 0.8 -0.3 0.2 0.0064
H -6.588 -5.798 19.184 -0.3 0.4 0.6 0.0103
H -3.053 -5.853 20.547 -0.4 0.6 0.3 0.0596
H -3.453 -6.774 22.066 0.2 0.2 0.0 -0.0863
H -3.403 -7.501 20.455 -0.4 -0.3 0.1 -0.0159
H -8.368 -8.458 20.651 0.6 0.0 0.1 -0.1438
H -8.135 -6.762 20.088 0.4 -0.1 0.1 0.0496
H -9.329 -7.197 21.247 -0.1 0.1 0.2 -0.0764
H -5.700 -9.138 22.086 0.2 -0.6 0.0 0.1592